No. 1
A molecular structure, C3H3N3 in a non-equilibrium geometry, computed with ωB97M-V/def2-TZVPD.

XYZ file:
```
9
Properties=species:S:1:pos:R:3:forces:R:3:lowdin_charge:R:1
C 0.7255 0.0175 -0.1718 1.858 2.245 3.180 -0.457
C -0.3101 1.0330 -0.0180 2.632 6.358 -0.373 -0.120
C -1.2238 -0.6594 0.0476 -2.695 -6.004 0.377 -0.215
H 2.2505 -0.7450 -0.2515 1.376 -0.652 1.119 0.059
H 0.1798 2.0480 0.0833 -1.598 -0.504 -0.195 0.136
H -2.0884 -1.4522 0.2606 1.958 1.929 -0.493 0.160
N 2.0031 0.1725 0.1285 -3.062 -0.373 -2.848 0.216
N -1.5302 0.6725 -0.0342 1.063 0.953 0.392 0.137
N -0.0064 -1.0869 -0.0446 -1.531 -3.952 -1.158 0.085
```
Positions in Å, forces in eV/Å.

Calculated values
Energy above the lowest of the compared OMol25 structures with the same formula, charge and spin (eV): 2.815
Largest force on an atom (eV/A): 6.9
Total charge: 0
Lowest unoccupied orbital energy (Eh): -0.064

No. 2
8 unconnected molecules or ions with the total composition C49H40F8NO31PSi in a non-equilibrium geometry, computed with ωB97M-V/def2-TZVPD.

XYZ file:
```
131
Properties=species:S:1:pos:R:3:forces:R:3:lowdin_charge:R:1
N 1.5306 -4.4569 0.9791 -0.191 0.018 -0.289 -0.195
P 0.8131 -3.5370 -0.0308 0.178 -0.632 0.620 0.319
O 0.7193 -4.2165 -1.5008 0.065 0.183 0.089 -0.202
O 1.5758 -2.1248 -0.1845 -0.115 -0.091 -0.259 -0.191
Si -1.2789 -3.1230 0.6829 -0.145 0.126 0.252 0.636
C -2.1701 -4.7287 1.0637 -0.148 0.024 -0.827 -0.288
C -3.1722 -5.1397 -0.0163 0.276 0.447 -0.084 -0.283
O -4.4739 -4.9273 0.4980 0.014 -0.287 0.065 -0.134
C -5.4934 -5.3775 -0.3495 -0.034 0.877 0.734 -0.080
C -6.1218 -4.1938 -1.1243 0.359 -0.532 -0.463 -0.392
F -6.2083 -4.5568 -2.4421 -0.116 0.198 0.063 0.095
F -5.3354 -3.1034 -1.0667 -0.136 0.016 0.017 0.142
C -7.5620 -3.8434 -0.7094 -0.278 0.092 -0.358 -0.338
F -8.2648 -5.0111 -0.6999 0.274 0.373 0.019 0.138
F -8.1272 -3.0411 -1.6507 0.135 -0.315 0.364 0.150
C -7.7142 -3.1481 0.6669 -0.852 0.013 -0.017 -0.358
F -8.9106 -3.5306 1.1775 0.276 0.045 0.034 0.141
F -6.7555 -3.5643 1.5203 0.138 -0.058 -0.132 0.150
C -7.7042 -1.6003 0.6548 -0.124 0.149 0.175 -0.279
F -6.9047 -1.1174 -0.3160 -0.103 0.042 0.051 0.103
F -8.9604 -1.1215 0.4865 0.383 -0.148 -0.201 0.100
H 1.8286 -5.3184 0.5424 0.245 -0.214 0.224 -0.022
H 0.3903 -3.5989 -2.1562 -0.092 0.077 -0.406 0.057
H 0.9752 -1.4541 -0.5211 -0.031 0.413 -0.066 0.050
H -2.0393 -2.3287 -0.3165 0.005 -0.004 -0.055 -0.039
H -1.1009 -2.3268 1.8952 0.137 0.083 0.076 -0.057
H -1.4622 -5.5371 1.1904 0.292 -0.054 0.379 0.071
H -2.7389 -4.5764 1.9715 0.028 -0.116 0.386 0.077
H -3.0428 -6.1774 -0.3129 -0.050 -0.318 0.078 0.121
H -3.0329 -4.5393 -0.9165 -0.092 0.069 -0.274 0.098
H -5.1380 -6.1102 -1.0608 -0.033 -0.222 -0.298 0.137
H -6.2474 -5.7949 0.3028 -0.267 -0.374 -0.071 0.136
H -7.3287 -1.2674 1.6192 0.035 0.103 0.164 0.171
O -2.1584 -0.4984 2.9943 -0.233 0.041 0.121 0.061
C -2.0371 0.6462 3.3952 0.331 0.179 -0.215 -0.309
C -1.0061 1.5580 2.9402 -0.054 -0.186 -0.050 0.076
C -0.9452 2.7973 3.4496 0.123 -0.153 -0.157 -0.231
O -0.0434 3.6896 3.0854 -0.085 0.096 0.215 0.107
C -1.9230 3.2732 4.4946 -0.350 -0.206 0.174 -0.296
O -1.7904 4.4099 4.9128 0.110 0.135 -0.090 0.101
C -2.9659 2.3678 4.9365 0.165 0.047 0.146 0.074
C -3.0231 1.1335 4.4204 -0.084 0.168 0.148 -0.229
O -3.9435 0.2429 4.7659 -0.023 -0.071 -0.012 0.118
H -0.3096 1.2030 2.1942 0.032 0.020 0.011 0.133
H -0.2187 4.5075 3.6056 0.106 -0.003 -0.224 0.085
H -3.6696 2.7280 5.6725 0.087 -0.085 -0.109 0.107
H -3.7455 -0.5604 4.2500 0.039 -0.093 -0.044 0.115
O -5.3845 3.9272 5.7507 -0.384 0.051 0.167 0.089
C -5.6989 5.0945 5.5940 0.305 0.216 -0.244 -0.290
C -4.9267 6.0441 4.8186 0.031 -0.213 0.012 0.082
C -5.3497 7.3114 4.7183 0.181 -0.165 -0.065 -0.233
O -4.7029 8.2387 4.0318 -0.012 0.085 -0.017 0.124
C -6.6091 7.7892 5.3902 -0.315 -0.246 0.269 -0.314
O -6.9077 8.9595 5.2584 0.106 0.167 -0.131 0.112
C -7.3922 6.8305 6.1506 -0.024 0.199 -0.042 0.076
C -6.9700 5.5637 6.2486 -0.184 0.151 0.069 -0.236
O -7.6251 4.6299 6.9211 0.012 -0.075 0.018 0.121
H -4.0196 5.6943 4.3475 0.050 0.020 0.025 0.122
H -5.2208 9.0597 4.1300 -0.045 0.087 0.014 0.121
H -8.3021 7.1783 6.6180 -0.005 -0.020 0.019 0.136
H -7.1013 3.8123 6.8325 0.055 -0.083 -0.003 0.119
O 0.8839 8.3889 5.1148 -0.225 -0.079 0.011 0.113
C 1.8038 7.9427 4.4567 0.417 0.242 0.093 -0.313
C 3.1671 8.4378 4.5175 -0.183 0.041 0.108 0.077
C 4.1056 7.8860 3.7357 0.010 0.259 0.179 -0.236
O 5.3681 8.2807 3.7181 0.016 -0.075 -0.043 0.117
C 3.7917 6.7588 2.7910 -0.358 -0.122 0.024 -0.305
O 4.7091 6.3335 2.1233 0.170 -0.171 -0.161 0.117
C 2.4277 6.2515 2.7399 0.162 -0.095 -0.128 0.087
C 1.4976 6.8058 3.5224 0.019 -0.183 -0.188 -0.220
O 0.2273 6.4025 3.5436 -0.035 0.156 0.124 0.082
H 3.3796 9.2493 5.1985 0.021 0.011 -0.010 0.136
H 5.8217 7.7335 3.0443 0.081 0.028 -0.119 0.094
H 2.2138 5.4319 2.0681 -0.026 -0.001 0.006 0.136
H -0.2293 6.9699 4.1960 -0.040 0.024 0.068 0.128
O -9.1294 -10.0385 -6.5517 0.064 -0.179 -0.137 0.108
C -8.4226 -9.2523 -5.9495 -0.249 0.333 0.243 -0.315
C -8.9264 -8.1641 -5.1329 -0.095 -0.159 -0.105 0.077
C -8.0628 -7.3384 -4.5254 -0.267 -0.018 -0.046 -0.231
O -8.4411 -6.3235 -3.7669 0.078 0.040 0.038 0.122
C -6.5726 -7.5030 -4.6638 0.205 -0.316 -0.245 -0.302
O -5.8682 -6.6988 -4.0866 0.044 0.016 0.077 0.104
C -6.0691 -8.6049 -5.4659 0.097 0.124 0.129 0.073
C -6.9337 -9.4289 -6.0687 0.261 0.035 0.071 -0.244
O -6.5580 -10.4566 -6.8196 -0.022 -0.013 -0.046 0.105
H -9.9976 -8.0536 -5.0432 -0.002 0.028 0.012 0.136
H -7.6249 -5.8822 -3.4600 0.043 0.061 0.021 0.093
H -4.9982 -8.7211 -5.5503 0.001 -0.002 -0.039 0.136
H -7.3809 -10.8799 -7.1309 -0.073 -0.049 -0.028 0.120
O 12.6356 6.8862 2.4446 0.097 0.175 0.128 0.096
C 11.4515 6.9534 2.1664 -0.162 -0.377 -0.268 -0.298
C 10.7427 5.9628 1.3810 0.205 -0.022 0.068 0.084
C 9.4399 6.1405 1.1208 0.196 -0.152 -0.054 -0.230
O 8.7172 5.2858 0.4161 -0.082 0.012 -0.023 0.128
C 8.6834 7.3429 1.6155 0.236 0.371 0.270 -0.304
O 7.5074 7.4270 1.3135 -0.208 -0.091 0.007 0.098
C 9.3892 8.3242 2.4192 -0.252 -0.022 -0.066 0.077
C 10.6902 8.1459 2.6822 -0.170 0.158 0.062 -0.235
O 11.4071 8.9904 3.4053 0.066 0.001 0.010 0.123
H 11.2985 5.1068 1.0233 0.002 0.007 -0.051 0.117
H 7.8135 5.6528 0.3823 -0.094 0.017 -0.003 0.122
H 8.8338 9.1778 2.7818 0.024 0.018 0.008 0.137
H 12.3105 8.6231 3.4344 0.097 -0.035 0.001 0.120
O -5.2197 -7.8650 -8.6665 -0.223 -0.031 0.041 0.104
C -4.4739 -8.5687 -9.3213 0.468 0.140 0.028 -0.310
C -3.0473 -8.3378 -9.4546 -0.153 0.107 0.114 0.076
C -2.3128 -9.1652 -10.2099 0.007 0.207 0.155 -0.239
O -1.0086 -9.0256 -10.3826 0.062 -0.034 -0.044 0.120
C -2.9204 -10.3367 -10.9348 -0.462 -0.158 -0.007 -0.315
O -2.1794 -11.0239 -11.6100 0.236 0.019 -0.024 0.109
C -4.3438 -10.5793 -10.7846 0.149 -0.091 -0.106 0.077
C -5.0773 -9.7526 -10.0279 0.009 -0.221 -0.108 -0.237
O -6.3765 -9.9000 -9.8330 -0.106 0.043 -0.056 0.113
H -2.6205 -7.4936 -8.9320 0.027 0.003 -0.016 0.136
H -0.7348 -9.7529 -10.9727 0.028 -0.073 -0.066 0.120
H -4.7684 -11.4312 -11.2958 -0.027 0.004 0.003 0.136
H -6.6392 -9.1634 -9.2496 -0.054 0.065 0.075 0.111
O 18.2890 3.7085 1.0734 0.112 0.150 0.129 0.109
C 17.1098 3.7191 0.7782 -0.130 -0.381 -0.243 -0.315
C 16.4555 2.6723 0.0122 0.196 0.022 0.063 0.075
C 15.1525 2.7817 -0.2753 0.196 -0.150 -0.035 -0.238
O 14.4818 1.8719 -0.9656 -0.071 -0.009 -0.031 0.119
C 14.3353 3.9648 0.1689 0.150 0.366 0.269 -0.301
O 13.1601 3.9846 -0.1519 -0.127 -0.164 -0.094 0.096
C 14.9817 5.0016 0.9494 -0.185 0.022 -0.089 0.080
C 16.2846 4.8895 1.2409 -0.212 0.112 0.007 -0.233
O 16.9503 5.7878 1.9495 0.079 0.019 0.022 0.122
H 17.0521 1.8284 -0.3033 -0.017 -0.012 -0.018 0.135
H 13.5661 2.2012 -1.0298 -0.094 0.037 -0.010 0.118
H 14.3795 5.8367 1.2788 0.006 -0.007 0.047 0.110
H 17.8678 5.4617 2.0054 0.098 -0.030 0.003 0.119
```
Positions in Å, forces in eV/Å.

Calculated values
Structure (SMILES): N=P(O)(O)[SiH2]CCOCC(F)(F)C(F)(F)C(F)(F)C(F)F.O=C1C=C(O)C(=O)C=C1O.O=C1C=C(O)C(=O)C=C1O.O=C1C=C(O)C(=O)C=C1O.O=C1C=C(O)C(=O)C=C1O.O=C1C=C(O)C(=O)C=C1O.O=C1C=C(O)C(=O)C=C1O.O=C1C=C(O)C(=O)C=C1O
Largest force on an atom (eV/A): 1.1
Total charge: 0
Lowest unoccupied orbital energy (Eh): -0.060

No. 3
A molecular structure, C13H23CdF3NO4P2 in a non-equilibrium geometry, computed with ωB97M-V/def2-TZVPD.

XYZ file:
```
47
Properties=species:S:1:pos:R:3:forces:R:3:lowdin_charge:R:1
Cd -0.0318 -0.9215 -0.4224 1.083 0.703 0.891 1.194
P -0.2202 -1.2484 2.0521 -0.503 0.688 -0.303 0.784
C -1.3359 0.1934 2.3296 -0.785 -0.481 -0.266 -0.307
C -0.7506 1.4624 1.7897 -0.259 0.425 -0.055 -0.348
N -0.2014 1.3852 0.5676 0.035 0.337 0.299 0.031
C 0.2259 2.5014 -0.0348 -0.028 0.200 0.435 -0.324
C 0.1623 3.7486 0.5928 -0.135 -0.362 -0.218 -0.005
C -0.4053 3.8303 1.8567 0.203 -0.078 0.056 -0.024
C -0.8923 2.6782 2.4545 0.175 -0.549 0.071 -0.003
C 0.7954 2.3612 -1.4238 0.092 -0.313 0.135 -0.258
P 0.2278 0.8081 -2.2437 0.045 0.312 -0.599 0.810
H -1.3549 2.6588 3.4373 0.095 0.270 -0.157 0.122
H 0.5410 4.6211 0.0719 -0.044 -0.038 0.138 0.124
H -0.4340 4.7706 2.3924 -0.110 0.035 -0.114 0.121
H 0.4653 3.2164 -2.0339 0.327 -0.274 0.073 0.106
H 1.9006 2.3220 -1.3868 -0.452 0.119 -0.028 0.115
H -2.2145 -0.0258 1.6313 1.166 0.259 1.392 0.058
H -1.6656 0.2731 3.3789 0.189 0.054 -0.399 0.107
H -2.8807 -0.8353 -0.9222 -0.758 0.941 2.168 0.011
O -2.9084 -0.3997 0.0290 -0.895 -1.050 -1.410 -0.188
H -3.7451 -0.6486 0.4890 0.830 0.151 -0.880 0.078
H -1.4267 -1.6046 -1.8762 -2.222 0.221 -1.532 0.004
O -2.3439 -1.3544 -2.2534 1.783 -1.655 -0.177 -0.106
H -2.6466 -2.1686 -2.7194 0.166 0.681 0.434 0.116
C -1.1929 1.3819 -3.2288 -0.066 -0.107 -0.210 -0.254
H -0.8483 2.1390 -3.9507 -0.172 -0.224 0.228 0.061
H -1.6396 0.5280 -3.7588 0.144 0.394 0.142 0.038
H -1.9547 1.8172 -2.5640 0.255 -0.160 -0.189 0.062
C 1.5789 0.4560 -3.4034 -0.054 -0.168 -0.158 -0.252
H 1.3043 -0.4408 -3.9803 0.216 0.337 0.058 0.057
H 1.7332 1.3136 -4.0767 -0.011 -0.343 0.171 0.064
H 2.4982 0.2436 -2.8348 -0.348 0.055 -0.173 0.053
C 1.3278 -0.8283 2.8900 0.238 -0.268 0.058 -0.234
H 1.1368 -0.8308 3.9699 0.166 0.005 -0.151 0.061
H 2.0938 -1.5746 2.6329 -0.198 0.240 0.164 0.057
H 1.6940 0.1592 2.5843 -0.158 -0.261 -0.041 0.057
C -0.9755 -2.6092 2.9478 0.084 -0.257 0.098 -0.249
H -0.4596 -3.5355 2.6656 -0.192 0.144 0.186 0.052
H -0.8506 -2.4190 4.0196 -0.147 -0.190 -0.131 0.061
H -2.0394 -2.6859 2.6929 0.271 -0.011 0.062 0.057
F 3.1659 -4.4779 -1.0513 -1.020 0.971 0.406 0.154
C 2.2918 -3.5248 -0.6785 0.113 -0.677 0.010 -0.479
F 1.2534 -3.5409 -1.5927 0.454 0.160 0.598 0.057
F 1.7330 -3.9140 0.5259 0.404 0.448 -0.993 0.079
C 2.9554 -2.0909 -0.5678 1.709 -0.319 0.224 -0.577
O 4.1836 -2.0841 -0.6079 -1.876 0.171 -0.018 0.089
O 2.1500 -1.1058 -0.3893 0.187 -0.537 -0.294 -0.232
```
Positions in Å, forces in eV/Å.

Calculated values
Largest force on an atom (eV/A): 2.7
Total charge: +1
Lowest unoccupied orbital energy (Eh): -0.144